# 1
{
  "formula": "C10H14N3O2",
  "method": "ωB97M-V with the def2-TZVPD basis set",
  "species": ["O", "O", "N", "N", "N", "C", "C", "C", "C", "C", "C", "C", "C", "C", "C", "H", "H", "H", "H", "H", "H", "H", "H", "H", "H", "H", "H", "H", "H"],
  "coordinates": [[1.911, 0.714, -1.118], [-1.175, -1.930, -0.460], [0.309, 0.119, 2.002], [1.059, -1.649, 0.080], [0.448, 2.434, -0.553], [-0.576, -0.304, 1.157], [1.474, -2.582, -0.734], [0.974, 0.382, 2.894], [-0.356, -1.386, 0.239], [1.167, 1.541, -0.841], [-0.816, 2.661, 0.107], [2.881, -2.676, -1.012], [-2.021, 0.939, -1.320], [-1.865, 0.506, 1.206], [-1.942, 1.598, 0.054], [-1.172, 3.595, -0.143], [1.729, 0.624, 3.484], [1.787, -1.048, 0.416], [-2.769, 0.127, -1.283], [3.683, -2.858, -0.306], [-0.513, 2.557, 1.133], [-2.361, 1.673, -2.113], [3.016, -3.430, -1.869], [-2.562, -0.293, 0.934], [-2.974, 2.164, 0.209], [-2.130, 0.793, 2.190], [-1.005, 0.413, -1.645], [0.710, -3.024, -1.337], [3.087, -1.662, -1.367]],
  "multiplicity": 1,
  "total_charge": 1,
  "homo_lumo_gap_ev": [7.1227, 7.1214]
}


# 2
{
  "formula": "C20H22Cl21NO4S",
  "method": "ωB97M-V with the def2-TZVPD basis set",
  "species": ["Cl", "Cl", "Cl", "Cl", "Cl", "Cl", "Cl", "Cl", "Cl", "Cl", "Cl", "Cl", "Cl", "Cl", "Cl", "Cl", "Cl", "Cl", "Cl", "Cl", "Cl", "S", "O", "O", "O", "O", "N", "C", "C", "C", "C", "C", "C", "C", "C", "C", "C", "C", "C", "C", "C", "C", "C", "C", "C", "C", "C", "H", "H", "H", "H", "H", "H", "H", "H", "H", "H", "H", "H", "H", "H", "H", "H", "H", "H", "H", "H", "H", "H"],
  "coordinates": [[-6.305, 1.027, 5.602], [-0.863, -5.527, 0.377], [7.501, 1.692, 2.689], [8.027, -2.248, 2.257], [2.343, 2.483, 1.654], [-8.873, 2.270, 6.190], [-7.251, 3.254, 3.981], [0.775, -6.034, -3.664], [7.292, 2.177, 5.554], [3.987, 0.292, 0.664], [8.413, 2.381, -0.351], [7.278, -0.520, 0.035], [-1.542, -7.798, -3.712], [-1.885, -4.931, -4.101], [7.325, -3.410, -0.320], [5.857, 3.883, 3.680], [-0.016, -3.034, 1.623], [-2.400, -4.405, 2.582], [10.143, 4.494, 0.664], [3.778, 0.776, 3.528], [9.839, 4.115, -2.208], [-4.177, 2.028, 2.689], [-4.478, 1.378, -2.305], [1.477, -1.041, -3.540], [-2.956, -1.338, -0.165], [-4.355, -1.583, -5.460], [-3.758, -0.900, -3.191], [-2.450, 1.217, 2.775], [-1.404, -4.034, 1.164], [-2.339, -0.789, -2.697], [-3.925, -0.574, -4.654], [0.505, -0.020, -1.314], [-3.672, 0.873, -5.381], [-6.105, -0.626, -1.892], [-0.724, -0.103, -0.428], [-2.113, -0.786, -1.040], [-4.701, 0.072, -2.471], [-7.224, 2.542, 5.603], [-1.516, 1.729, 1.490], [-0.549, 0.464, 1.101], [0.420, -0.615, -2.843], [3.810, 1.526, 1.923], [9.033, 4.017, -0.633], [-0.946, -6.187, -3.275], [7.009, -2.088, 0.816], [7.324, 2.926, 3.949], [-1.098, -0.725, -3.512], [-2.868, 0.674, -6.241], [-2.675, 0.047, 2.709], [0.577, 0.828, 1.234], [8.186, 3.596, 3.898], [-3.220, 1.706, -4.695], [-4.322, 2.307, 1.313], [-6.191, -0.435, -0.724], [1.507, 0.454, -0.877], [-4.661, 1.170, -5.934], [5.962, -2.143, 1.125], [-1.069, -6.056, -2.197], [-7.054, -0.292, -2.495], [-6.729, 3.245, 6.279], [-2.014, -3.472, 0.452], [8.188, 4.710, -0.635], [4.672, 2.195, 1.873], [-2.157, 2.122, 0.586], [-6.043, -1.813, -2.001], [-0.707, -0.442, 1.847], [-1.153, -0.759, -4.680], [-0.809, 2.589, 1.909], [-1.929, 1.467, 3.819]],
  "multiplicity": 1,
  "total_charge": 0,
  "homo_lumo_gap_ev": 6.9933
}


# 3
{
  "formula": "C16H46N2O6",
  "method": "ωB97M-V with the def2-TZVPD basis set",
  "species": ["O", "O", "O", "O", "O", "O", "N", "N", "C", "C", "C", "C", "C", "C", "C", "C", "C", "C", "C", "C", "C", "C", "C", "C", "H", "H", "H", "H", "H", "H", "H", "H", "H", "H", "H", "H", "H", "H", "H", "H", "H", "H", "H", "H", "H", "H", "H", "H", "H", "H", "H", "H", "H", "H", "H", "H", "H", "H", "H", "H", "H", "H", "H", "H", "H", "H", "H", "H", "H", "H"],
  "coordinates": [[-2.911, 6.292, -0.954], [-0.107, 1.697, -0.743], [-4.550, -1.628, 1.990], [-7.101, 4.163, -6.925], [4.776, 5.213, 4.634], [9.044, -8.867, -2.127], [7.103, -7.527, -0.429], [-7.050, -0.824, 4.700], [-5.110, 0.434, 4.085], [1.711, 0.420, 0.186], [4.265, 5.068, 3.357], [-3.327, 6.056, 1.425], [-6.166, 4.370, -5.870], [10.218, -9.269, -2.778], [0.287, 0.942, 0.400], [8.557, -7.543, -2.281], [2.723, 5.101, 3.549], [-5.464, 2.971, -5.588], [-2.560, 6.842, 0.318], [-5.754, -1.797, 2.879], [6.367, -5.944, -2.094], [-4.924, -1.096, 0.740], [7.101, -7.262, -1.839], [-6.181, -0.486, 3.534], [-2.619, 5.385, -1.075], [-5.323, 5.033, -6.064], [-5.744, -1.707, 0.363], [-5.420, -2.412, 3.715], [4.558, 4.101, 2.949], [-5.451, 2.388, -6.509], [-4.456, 3.163, -5.220], [-5.532, 1.341, 4.517], [2.248, 0.038, 1.054], [-4.189, -1.397, -0.007], [2.166, 5.079, 2.612], [7.263, -8.525, -0.437], [-5.921, 2.463, -4.739], [11.172, -8.811, -2.520], [6.532, -5.592, -3.113], [6.210, -7.480, 0.040], [-4.653, -0.152, 4.883], [2.355, 4.248, 4.119], [-6.804, 0.174, 2.931], [-5.208, -0.044, 0.710], [-1.473, 6.904, 0.356], [-0.230, 1.163, -1.531], [-4.275, 6.567, 1.594], [-0.223, -0.021, 0.377], [-7.611, 0.005, 4.837], [-4.357, 0.699, 3.343], [2.305, 1.257, -0.183], [-3.627, 5.065, 1.082], [-6.650, 4.412, -7.735], [1.800, -0.401, -0.526], [6.714, -5.146, -1.438], [9.180, -6.784, -1.807], [-7.742, -1.469, 4.346], [-6.561, -2.425, 2.503], [-2.766, 5.890, 2.344], [4.909, 4.413, 5.148], [8.553, -7.267, -3.336], [2.562, 6.052, 4.058], [6.645, -7.993, -2.507], [5.287, -6.056, -1.999], [10.299, -10.346, -2.926], [4.681, 5.860, 2.734], [-2.950, 7.857, 0.243], [-6.677, 4.688, -4.961], [9.936, -8.942, -3.779], [0.143, 1.394, 1.382]],
  "multiplicity": 1,
  "total_charge": 0,
  "homo_lumo_gap_ev": 9.6910
}


# 4
{
  "formula": "C8H25CrHgO9S",
  "method": "ωB97M-V with the def2-TZVPD basis set",
  "species": ["Hg", "Cr", "S", "O", "O", "O", "O", "O", "O", "O", "O", "O", "C", "C", "C", "C", "C", "C", "C", "C", "H", "H", "H", "H", "H", "H", "H", "H", "H", "H", "H", "H", "H", "H", "H", "H", "H", "H", "H", "H", "H", "H", "H", "H", "H"],
  "coordinates": [[2.386, 0.657, 1.134], [-0.795, 2.416, 1.157], [2.321, 3.619, 1.498], [2.114, 3.796, 2.941], [2.759, -1.452, 0.190], [-0.940, 2.461, -1.017], [-1.337, 0.533, -3.165], [0.134, 0.448, 1.108], [2.698, 4.832, 0.800], [-1.564, -0.460, 3.081], [3.322, 2.527, 1.236], [1.036, 3.093, 0.950], [2.312, -3.527, 1.473], [-0.874, 3.979, -2.917], [-2.708, -2.610, 2.690], [-0.739, -1.538, -2.064], [-1.711, -1.822, 3.503], [-0.119, 3.409, -1.722], [-1.394, -0.885, -3.248], [1.815, -2.515, 0.457], [-1.162, 1.774, -1.676], [-3.701, -2.192, 2.843], [-1.159, 3.211, -3.642], [-0.700, -2.259, 3.419], [-1.117, 0.889, -4.028], [-0.797, -0.475, 2.502], [0.897, -2.071, 0.839], [-0.354, 4.717, -3.535], [2.620, -3.074, 2.419], [-1.797, 4.522, -2.696], [-1.946, -1.978, 4.561], [-0.246, -0.103, 0.419], [1.594, -3.010, -0.490], [-0.868, -1.190, -4.164], [0.358, -1.487, -2.121], [1.478, -4.192, 1.703], [3.182, -4.112, 1.176], [-0.788, -2.630, -2.056], [3.450, -1.789, -0.393], [-2.648, -3.665, 2.969], [-2.450, -2.641, 1.626], [0.798, 2.939, -2.082], [-1.140, -1.091, -1.152], [-2.393, -1.292, -3.435], [0.175, 4.242, -1.090]],
  "multiplicity": 5,
  "total_charge": 1,
  "homo_lumo_gap_ev": [7.0191, 7.0684],
  "s_squared": 6.010
}


# 5
{
  "formula": "C4H11N2O",
  "method": "ωB97M-V with the def2-TZVPD basis set",
  "species": ["O", "N", "N", "C", "C", "C", "C", "H", "H", "H", "H", "H", "H", "H", "H", "H", "H", "H"],
  "coordinates": [[3.071, 0.656, 0.304], [-0.552, 0.724, -1.422], [1.338, -0.675, -0.138], [-0.832, 0.281, -0.228], [2.601, -0.519, -0.031], [-1.469, -1.093, -0.116], [-0.385, 1.012, 0.988], [-0.170, 0.337, 1.674], [0.339, 1.809, 0.855], [1.200, -1.621, -0.434], [-2.379, -1.007, -0.630], [-1.711, -1.283, 1.029], [-0.692, 0.142, -2.240], [-1.327, 1.513, 1.329], [0.028, 1.525, -1.376], [2.423, 1.141, 0.791], [-0.886, -2.006, -0.497], [3.492, -1.117, -0.231]],
  "multiplicity": 1,
  "total_charge": 1,
  "homo_lumo_gap_ev": 10.4505
}


# 6
{
  "formula": "C24H24",
  "method": "ωB97M-V with the def2-TZVPD basis set",
  "species": ["C", "C", "C", "C", "C", "C", "C", "C", "C", "C", "C", "C", "C", "C", "C", "C", "C", "C", "C", "C", "C", "C", "C", "C", "H", "H", "H", "H", "H", "H", "H", "H", "H", "H", "H", "H", "H", "H", "H", "H", "H", "H", "H", "H", "H", "H", "H", "H"],
  "coordinates": [[0.084, 0.588, -1.763], [-0.004, 2.501, 2.979], [1.248, 0.688, -2.548], [-0.299, 1.712, -0.907], [2.070, 1.978, -2.589], [0.463, 2.836, -0.863], [-0.564, 3.910, 5.053], [-2.285, -1.308, 0.877], [1.587, 3.069, -1.735], [-2.816, -0.986, 2.392], [0.628, -3.059, -2.954], [-1.864, -3.663, 1.581], [2.350, -2.516, -4.630], [1.360, -2.463, -5.573], [-1.792, -2.536, 0.669], [0.030, -2.761, -5.346], [-0.294, -3.149, -3.921], [1.844, 3.482, 4.431], [-2.494, -3.415, 2.792], [1.440, 2.578, 3.197], [-0.934, 3.004, 3.904], [-2.902, -2.048, 3.249], [0.927, 4.212, 5.166], [2.059, -2.843, -3.265], [-0.755, -2.710, -6.078], [-1.073, 1.893, -0.069], [-0.402, -0.325, -1.892], [1.093, 4.918, 5.934], [-2.120, -0.467, 0.229], [2.910, -2.842, -2.479], [-3.347, -1.915, 4.136], [2.074, 2.226, 2.527], [-3.105, 0.049, 2.647], [-2.332, -4.165, 3.479], [-1.204, -2.764, -0.189], [1.813, -2.088, -6.510], [2.958, 3.597, 4.441], [-1.461, -4.664, 1.280], [-1.304, -3.377, -3.632], [-1.492, 4.227, 5.435], [3.399, -2.323, -4.873], [2.873, 1.864, -3.379], [1.501, -0.024, -3.233], [2.226, 3.956, -1.654], [-1.992, 2.938, 3.754], [0.056, 3.764, -0.317], [0.203, -3.464, -1.902], [-0.362, 1.886, 2.149]],
  "multiplicity": 1,
  "total_charge": 0,
  "homo_lumo_gap_ev": 9.4687
}


no.,E_tot (eV)
1,-19151.93909
2,-304571.69514
3,-32597.82077
4,-70551.44908
5,-9346.27556
6,-25270.46563